Record 1
Computed, not measured: C4H2N4 in the gas phase in a non-equilibrium geometry, with ωB97M-V/def2-TZVPD.

Output
Relative energy (zero: lowest compared OMol25 entry of this formula, charge and spin): 4.2597 eV
Molecular weight: 106.1 u
E: -372.4753 Ha
Total charge: 0
Orbital gap: 9.43 eV

```
10
Properties=species:S:1:pos:R:3:nbo_charge:R:1
N 1.815 -0.380 3.205 -0.23
C 1.099 0.080 2.356 0.19
N -0.312 0.756 -0.759 -0.24
N -1.379 -2.330 -1.335 -0.24
C -0.913 0.196 -1.711 -0.02
H -0.921 0.541 -2.764 0.23
C -1.175 -1.208 -1.619 0.19
C 0.698 0.731 1.149 -0.01
H 1.474 1.588 0.805 0.28
N -0.386 0.027 0.672 -0.16
```

---

Record 2
Computed, not measured: 2 unconnected molecules or ions with the total composition CH3Cl2OPS in a non-equilibrium geometry, with ωB97M-V/def2-TZVPD.

Output
Relative energy (zero: lowest compared OMol25 entry of this formula, charge and spin): 3.0065 eV
Molecular weight: 165.0 u
E: -1775.0528 Ha
Total charge: 0
Orbital gap: 7.28 eV

```
9
Properties=species:S:1:pos:R:3:nbo_charge:R:1
O 0.511 0.579 1.528 -0.97
P 0.386 0.747 -0.034 1.48
H -0.625 -1.566 -0.235 0.27
C -0.840 -0.572 -0.682 -0.69
S 0.288 2.699 -0.426 -0.30
Cl -2.538 -0.167 -0.021 -0.03
H -0.898 -0.654 -1.781 0.27
H 0.886 -0.215 1.849 0.53
Cl 2.831 -0.852 -0.199 -0.57
```

---

Record 3
Computed, not measured: C6H9F3N2O in the gas phase in a non-equilibrium geometry, with ωB97M-V/def2-TZVPD.

Output
Relative energy (zero: lowest compared OMol25 entry of this formula, charge and spin): 0.6122 eV
Molecular weight: 182.1 u
E: -718.3155 Ha
Total charge: 0
Orbital gap: 9.25 eV

```
21
Properties=species:S:1:pos:R:3:nbo_charge:R:1
H 1.210 2.910 -0.025 0.21
F 1.947 -0.350 1.502 -0.32
H -0.473 -3.173 0.580 0.22
N -0.005 1.110 0.442 -0.30
C 0.319 2.520 0.565 -0.42
C 0.609 0.111 -0.414 0.31
C -0.417 -1.143 -0.317 -0.27
O 0.655 0.580 -1.763 -0.70
H -2.532 -0.870 0.547 0.20
H -0.254 -1.978 1.622 0.22
H -0.503 3.176 0.529 0.22
H -0.677 -1.485 -1.356 0.25
H 1.356 1.243 -1.831 0.48
F 2.816 -1.055 -0.463 -0.31
F 2.751 1.076 0.028 -0.34
H 0.718 2.502 1.619 0.21
C 2.060 -0.100 0.149 0.95
N -1.301 0.814 0.679 -0.20
C -0.001 -2.243 0.641 -0.61
H 0.990 -2.341 0.426 0.22
C -1.601 -0.338 0.264 0.01
```

---

Record 4
Computed, not measured: CH9N5 in the gas phase in a non-equilibrium geometry, with ωB97M-V/def2-TZVPD.

Output
Relative energy (zero: lowest compared OMol25 entry of this formula, charge and spin): 1.1795 eV
Molecular weight: 91.1 u
E: -317.1749 Ha
Total charge: 0
Orbital gap: 9.87 eV

```
15
Properties=species:S:1:pos:R:3:nbo_charge:R:1
H 1.275 -1.854 -1.263 0.38
H 1.947 0.784 0.554 0.39
C -0.037 -0.625 -0.347 0.23
H -0.146 -1.329 0.497 0.15
H 0.686 0.451 2.011 0.27
N -1.163 -0.807 -1.224 -0.84
N 1.086 1.001 1.051 -0.67
N 0.012 0.762 0.204 -0.14
H -1.103 -0.155 -1.999 0.35
H -2.022 -0.604 -0.725 0.38
H -1.165 1.984 1.110 0.36
N 1.234 -0.885 -0.973 -0.85
H 1.343 -0.299 -1.795 0.36
N -1.155 0.989 0.898 -0.61
H -0.792 0.585 2.000 0.23
```